Density functional theory data (the ωB97M-V functional and the def2-TZVPD basis) for 2 unconnected molecules or ions with the total composition C2H5NO4 in a non-equilibrium geometry.

Element x y z (Å)
1 C 0.204 -0.578 0.346
2 C -0.068 -0.092 -1.766
3 H 0.679 2.417 2.629
4 H -0.096 2.187 1.301
5 H -1.473 -1.794 0.265
6 H 0.597 -0.314 -2.581
7 H -0.708 0.747 -1.999
8 N -0.602 -1.574 -0.219
9 O 0.230 2.925 1.918
10 O 0.446 -0.414 1.523
11 O -0.758 -1.275 -1.557
12 O 0.631 0.239 -0.579

net charge = 0
electronic energy = -434.86007 Ha



Density functional theory data (the ωB97M-V functional and the def2-TZVPD basis) for 7 unconnected molecules or ions with the total composition C42H81N10O6P2S in a non-equilibrium geometry.

Element x y z (Å)
1 C 3.498 0.325 -0.757
2 C 2.702 -0.898 -1.556
3 O 1.561 -0.351 -2.361
4 C 0.492 -1.351 -2.149
5 O 0.486 -2.532 -2.804
6 C -0.754 -1.140 -1.052
7 C -0.589 0.232 -0.153
8 C -1.690 1.406 -0.505
9 C -2.935 1.258 0.546
10 N -3.201 2.321 1.587
11 P -1.819 3.031 2.452
12 N -0.464 1.895 2.672
13 O -1.207 4.316 1.391
14 C -4.320 1.704 2.396
15 N -4.566 1.635 3.746
16 N -5.195 1.048 1.307
17 C -4.491 1.161 -0.062
18 C -4.663 2.584 -0.866
19 C -5.946 3.495 -0.375
20 C -7.406 2.861 -0.770
21 C -8.666 3.531 0.050
22 C -9.268 2.497 1.178
23 C -10.616 1.684 0.718
24 C -10.362 0.145 0.211
25 C -9.388 -0.752 1.178
26 O -9.584 -2.209 1.073
27 C -8.309 -2.933 0.923
28 P -4.860 -0.388 -1.134
29 O -4.155 -1.762 -0.268
30 O -6.605 -0.606 -1.383
31 S -4.114 -0.258 -2.966
32 H 3.755 1.164 -1.537
33 H 2.768 0.762 0.058
34 H 4.458 -0.150 -0.243
35 H 2.227 -1.597 -0.725
36 H 3.418 -1.573 -2.199
37 H -0.635 -2.058 -0.298
38 H -1.813 -1.264 -1.536
39 H -0.757 -0.108 0.979
40 H 0.496 0.689 -0.193
41 H -2.061 1.306 -1.634
42 H -1.154 2.449 -0.440
43 H -2.902 0.234 1.159
44 H -0.742 1.000 3.130
45 H 0.364 2.334 3.151
46 H -0.430 4.759 1.843
47 H -5.028 2.405 4.277
48 H -4.331 0.723 4.229
49 H -6.207 1.298 1.322
50 H -4.844 2.375 -2.026
51 H -3.721 3.290 -0.819
52 H -5.919 4.602 -0.821
53 H -5.855 3.575 0.811
54 H -7.626 2.861 -1.943
55 H -7.391 1.709 -0.468
56 H -8.241 4.468 0.656
57 H -9.509 3.983 -0.658
58 H -8.389 1.828 1.566
59 H -9.593 3.178 2.103
60 H -11.487 1.701 1.528
61 H -11.056 2.276 -0.219
62 H -11.429 -0.389 0.229
63 H -10.043 0.132 -0.938
64 H -8.272 -0.543 0.808
65 H -9.410 -0.404 2.313
66 H -8.436 -4.018 1.403
67 H -7.979 -3.117 -0.192
68 H -7.402 -2.442 1.503
69 H -4.888 -2.265 0.216
70 H -6.838 0.195 -1.971
71 C 5.725 -5.486 -0.740
72 C 6.198 -4.153 -1.313
73 C 6.629 -3.160 -0.232
74 C 5.456 -2.861 0.687
75 N 4.482 -2.612 1.450
76 H 4.839 -5.363 -0.109
77 H 5.455 -6.172 -1.549
78 H 6.513 -5.957 -0.141
79 H 5.390 -3.720 -1.915
80 H 7.041 -4.336 -1.988
81 H 6.971 -2.228 -0.693
82 H 7.455 -3.570 0.360
83 C -3.275 2.175 -5.364
84 C -2.802 3.508 -5.937
85 C -2.371 4.501 -4.856
86 C -3.544 4.800 -3.937
87 N -4.518 5.049 -3.175
88 H -4.161 2.298 -4.734
89 H -3.545 1.488 -6.173
90 H -2.487 1.704 -4.765
91 H -3.610 3.941 -6.540
92 H -1.959 3.325 -6.612
93 H -2.029 5.433 -5.317
94 H -1.545 4.091 -4.264
95 C 8.438 1.181 3.616
96 C 7.758 -0.132 3.994
97 C 8.646 -1.353 3.750
98 C 9.003 -1.443 2.275
99 N 9.298 -1.517 1.051
100 H 8.675 1.221 2.549
101 H 7.778 2.027 3.834
102 H 9.367 1.318 4.182
103 H 6.828 -0.227 3.420
104 H 7.480 -0.096 5.053
105 H 8.120 -2.266 4.049
106 H 9.566 -1.284 4.340
107 C 10.053 -3.690 9.045
108 C 11.061 -3.363 7.949
109 C 11.123 -1.870 7.623
110 C 9.764 -1.394 7.137
111 N 8.636 -0.999 6.733
112 H 9.032 -3.431 8.747
113 H 10.064 -4.763 9.264
114 H 10.290 -3.151 9.970
115 H 10.801 -3.930 7.047
116 H 12.054 -3.702 8.266
117 H 11.868 -1.686 6.842
118 H 11.410 -1.294 8.510
119 C 11.102 -4.272 -0.520
120 C 10.922 -5.497 -1.411
121 C 9.713 -6.348 -1.016
122 C 9.884 -6.852 0.408
123 N 10.025 -7.270 1.589
124 H 11.291 -4.553 0.521
125 H 11.958 -3.680 -0.857
126 H 10.212 -3.633 -0.549
127 H 11.835 -6.104 -1.367
128 H 10.804 -5.168 -2.449
129 H 9.620 -7.205 -1.692
130 H 8.791 -5.761 -1.083
131 C -6.598 5.605 -6.456
132 C -6.778 4.380 -7.347
133 C -7.987 3.529 -6.952
134 C -7.816 3.025 -5.528
135 N -7.675 2.607 -4.346
136 H -6.409 5.323 -5.415
137 H -5.742 6.197 -6.792
138 H -7.488 6.244 -6.484
139 H -5.865 3.773 -7.303
140 H -6.896 4.709 -8.385
141 H -8.080 2.672 -7.627
142 H -8.909 4.116 -7.018

net charge = +1
electronic energy = -3728.06187 Ha



Density functional theory data (the ωB97M-V functional and the def2-TZVPD basis) for 2 unconnected molecules or ions with the total composition C23H27OSi in a non-equilibrium geometry.

Element x y z (Å)
1 C 5.631 -3.578 2.244
2 O 5.334 -2.162 2.097
3 C 4.080 -1.836 1.677
4 C 3.765 -0.457 1.561
5 C 2.476 -0.081 1.276
6 C 1.413 -1.035 1.191
7 C 0.074 -0.561 1.101
8 C -1.114 -1.330 1.232
9 C -2.353 -0.737 0.812
10 C -3.553 -1.404 0.949
11 C -3.591 -2.709 1.459
12 C -4.926 -3.362 1.604
13 C -2.410 -3.306 1.907
14 C -1.202 -2.633 1.823
15 C 1.793 -2.409 1.140
16 C 3.081 -2.810 1.424
17 H 6.719 -3.608 2.359
18 H 5.132 -3.983 3.135
19 H 5.317 -4.142 1.358
20 H 4.567 0.270 1.724
21 H 2.252 0.976 1.099
22 H -0.058 0.528 1.101
23 H -2.325 0.262 0.366
24 H -4.493 -0.909 0.669
25 H -4.818 -4.424 1.855
26 H -5.497 -2.866 2.400
27 H -5.518 -3.260 0.689
28 H -2.457 -4.310 2.357
29 H -0.302 -3.104 2.226
30 H 1.080 -3.165 0.842
31 H 3.322 -3.880 1.470
32 C 1.326 1.365 -2.981
33 Si -0.287 1.575 -2.080
34 C -1.730 0.861 -3.012
35 H -0.130 0.649 -0.846
36 C -0.601 3.428 -1.913
37 C -0.736 4.260 -3.041
38 C -0.957 5.637 -2.895
39 C -1.047 6.196 -1.616
40 C -0.917 5.377 -0.488
41 C -0.698 4.001 -0.633
42 H 2.141 1.825 -2.407
43 H 1.558 0.300 -3.103
44 H 1.278 1.843 -3.963
45 H -2.660 1.018 -2.452
46 H -1.826 1.344 -3.988
47 H -1.598 -0.219 -3.150
48 H -0.671 3.849 -4.050
49 H -1.057 6.267 -3.781
50 H -1.219 7.267 -1.499
51 H -0.987 5.816 0.509
52 H -0.599 3.364 0.248

net charge = +1
electronic energy = -1257.09390 Ha



Density functional theory data (the ωB97M-V functional and the def2-TZVPD basis) for 5 unconnected molecules or ions with the total composition C28H51ClNO9 in a non-equilibrium geometry.

Element x y z (Å)
1 C -0.050 -0.425 -0.192
2 C -1.522 -0.584 0.586
3 C -1.581 0.190 2.030
4 C -2.605 1.512 2.033
5 C -2.123 2.486 0.784
6 C -0.616 3.123 0.886
7 C 0.001 4.089 -0.327
8 O 1.398 4.625 -0.221
9 C 2.283 3.600 0.367
10 C 3.869 3.752 -0.027
11 C 4.444 2.221 -0.342
12 N -0.895 4.415 -1.538
13 C -2.325 3.853 -1.687
14 C -3.018 2.854 -0.540
15 Cl -4.750 2.157 -0.720
16 H 0.576 0.484 0.199
17 H 0.531 -1.458 -0.081
18 H -0.234 -0.309 -1.365
19 H -2.375 -0.252 -0.143
20 H -1.640 -1.761 0.752
21 H -0.499 0.584 2.310
22 H -1.864 -0.605 2.843
23 H -3.740 1.206 1.975
24 H -2.409 2.153 3.020
25 H 0.033 2.879 1.851
26 H 1.969 2.495 0.045
27 H 2.192 3.729 1.547
28 H 4.071 4.474 -0.929
29 H 4.438 4.222 0.903
30 H 3.673 1.564 -0.959
31 H 4.539 1.694 0.720
32 H 5.476 2.225 -0.897
33 H -0.584 5.043 -2.326
34 H -2.958 4.168 -2.648
35 O -1.334 -1.545 -3.131
36 C -0.311 -1.940 -3.688
37 O 0.857 -1.281 -3.519
38 C 2.139 -1.770 -3.956
39 C 2.397 -1.393 -5.401
40 C -0.359 -3.098 -4.640
41 H 2.233 -2.846 -3.777
42 H 2.888 -1.286 -3.320
43 H 1.663 -1.847 -6.072
44 H 3.395 -1.715 -5.711
45 H 2.320 -0.309 -5.533
46 H -0.650 -2.739 -5.630
47 H -1.109 -3.810 -4.280
48 H 0.576 -3.651 -4.706
49 O 3.504 0.003 -7.372
50 C 3.877 -0.488 -8.436
51 O 5.154 -0.906 -8.585
52 C 5.635 -1.672 -9.706
53 C 6.037 -0.762 -10.850
54 C 2.953 -0.545 -9.615
55 H 4.907 -2.432 -10.006
56 H 6.518 -2.215 -9.353
57 H 5.186 -0.190 -11.227
58 H 6.456 -1.345 -11.675
59 H 6.785 -0.036 -10.516
60 H 2.990 0.408 -10.148
61 H 1.935 -0.714 -9.249
62 H 3.167 -1.362 -10.302
63 O -3.249 -1.038 5.890
64 C -4.378 -0.916 5.416
65 O -4.743 0.236 4.810
66 C -5.955 0.408 4.051
67 C -7.112 0.781 4.957
68 C -5.397 -2.003 5.584
69 H -6.166 -0.474 3.439
70 H -5.768 1.230 3.352
71 H -7.326 -0.009 5.681
72 H -8.016 0.968 4.370
73 H -6.872 1.682 5.532
74 H -5.891 -1.887 6.552
75 H -4.881 -2.968 5.556
76 H -6.140 -2.034 4.789
77 O -1.553 -4.048 8.949
78 C -0.951 -3.005 8.698
79 O 0.286 -2.793 9.200
80 C 1.151 -1.710 8.806
81 C 0.855 -0.462 9.613
82 C -1.612 -1.913 7.913
83 H 1.099 -1.537 7.727
84 H 2.174 -2.039 9.017
85 H -0.164 -0.105 9.443
86 H 1.552 0.340 9.352
87 H 0.942 -0.670 10.685
88 H -2.212 -1.296 8.588
89 H -2.269 -2.372 7.167
90 H -0.916 -1.287 7.359

net charge = +1
electronic energy = -2288.95118 Ha



> Which of these has the lowest net charge?

C2H5NO4



> electronic energy of number 4 (C28H51ClNO9)?

-2288.95118 Ha



> Number 4 is which compound?

C28H51ClNO9